Entry 1
Computed, not measured: a single C2H2OS2 molecule, with ωB97M-V/def2-TZVPD.

Each line ends with the Mulliken charge.
CARTESIAN COORDINATES (ANGSTROEM)
1 O 0.712 0.348 -1.881  -0.44
2 C 0.296 0.843 -0.812  0.11
3 C -0.352 0.099 0.273  0.11
4 S -0.466 0.681 1.817  -0.12
5 S -0.686 -1.694 0.017  -0.15
6 H 0.464 1.853 -0.466  0.32
7 H 0.031 -2.130 1.053  0.16

## Properties
Structure (SMILES) ... O=CC(=S)S
Gap between HOMO and LUMO ... 7.277 eV
HOMO level ... -9.451 eV

---

Entry 2
Computed, not measured: a single C2H2OS2 molecule, with ωB97M-V/def2-TZVPD.

Each line ends with the Mulliken charge.
CARTESIAN COORDINATES (ANGSTROEM)
1 O -3.000 -2.424 1.556  -0.31
2 C -2.218 -1.939 0.858  0.77
3 C -1.457 -1.236 0.074  -0.78
4 S -0.616 0.375 1.047  -0.04
5 S 1.380 0.699 1.675  -0.17
6 H -1.536 -1.033 -1.013  0.35
7 H 2.086 0.370 0.428  0.18

## Properties
Structure (SMILES) ... O=C=CSS
Gap between HOMO and LUMO ... 7.964 eV
HOMO level ... -9.111 eV

---

Computed relative energies in units of hartree: entry 1 0.0000; entry 2 0.0303

---

Entry 1
Computed, not measured: a single C2H5NO3 molecule, with ωB97M-V/def2-TZVPD.

Each line ends with the Mulliken charge.
CARTESIAN COORDINATES (ANGSTROEM)
1 O -1.727 -0.352 -0.934  -0.54
2 C -0.781 0.378 -0.906  0.75
3 O -0.801 1.583 -1.495  -0.48
4 C 0.541 -0.015 -0.243  -0.56
5 N 0.386 -1.084 0.725  -0.37
6 O -0.060 -0.532 1.968  -0.43
7 H 0.020 2.078 -1.377  0.33
8 H 1.215 -0.383 -1.027  0.30
9 H 1.004 0.840 0.257  0.37
10 H -0.381 -1.684 0.407  0.30
11 H 0.584 -0.830 2.624  0.34

## Properties
Structure (SMILES) ... O=C(O)CNO
Gap between HOMO and LUMO ... 10.284 eV
HOMO level ... -9.754 eV

---

Entry 2
Computed, not measured: a single C2H5NO3 molecule, with ωB97M-V/def2-TZVPD.

Each line ends with the Mulliken charge.
CARTESIAN COORDINATES (ANGSTROEM)
1 C -1.688 -0.525 0.006  -0.50
2 O -0.266 -0.649 0.013  -0.28
3 C 0.356 0.635 -0.155  0.57
4 O -0.330 1.675 0.007  -0.58
5 N 1.672 0.581 0.165  -0.19
6 O 1.882 -0.820 -0.160  -0.39
7 H -1.721 0.131 0.944  0.26
8 H -2.328 -1.549 -0.208  0.21
9 H -1.831 0.372 -0.850  0.23
10 H 2.278 1.138 -0.522  0.32
11 H 1.975 -0.989 0.760  0.36

## Properties
Structure (SMILES) ... COC(=O)NO
Gap between HOMO and LUMO ... 11.068 eV
HOMO level ... -10.526 eV

---

Computed relative energies in units of hartree: entry 1 0.0000; entry 2 0.1047

---

Entry 1
Computed, not measured: 2 unconnected molecules or ions with the total composition C2H5NO3, with ωB97M-V/def2-TZVPD.

Each line ends with the Mulliken charge.
CARTESIAN COORDINATES (ANGSTROEM)
1 C 0.120 -1.249 1.242  -0.23
2 N -0.856 -0.497 1.406  -0.35
3 C -1.235 0.573 0.580  0.58
4 O -0.888 1.702 0.716  -0.52
5 O -2.081 0.263 -0.412  -0.45
6 H 0.119 -2.012 1.938  0.28
7 H 0.713 -1.373 0.398  0.33
8 H -2.710 0.897 -0.675  0.34
9 O 0.906 0.489 -0.863  -0.66
10 H 0.880 0.928 0.046  0.38
11 H 0.272 0.875 -1.484  0.30

## Properties
Structure (SMILES) ... C=NC(=O)O.O
Gap between HOMO and LUMO ... 11.044 eV
HOMO level ... -10.472 eV

---

Entry 2
Computed, not measured: a single C2H5NO3 molecule, with ωB97M-V/def2-TZVPD.

Each line ends with the Mulliken charge.
CARTESIAN COORDINATES (ANGSTROEM)
1 C -0.583 1.174 0.307  -0.92
2 C 0.799 0.580 0.260  0.57
3 O 1.776 1.184 0.596  -0.49
4 N 0.996 -0.713 -0.566  0.12
5 O 0.137 -1.910 -0.324  -0.44
6 O 2.303 -0.989 -0.407  -0.36
7 H -1.279 0.469 0.686  0.33
8 H -0.616 2.038 1.003  0.30
9 H -0.844 1.625 -0.785  0.23
10 H 0.629 -2.703 -0.650  0.33
11 H 2.471 -1.074 0.552  0.33

## Properties
Structure (SMILES) ... CC(=O)N(O)O
Gap between HOMO and LUMO ... 10.048 eV
HOMO level ... -9.494 eV

---

Computed relative energies in units of hartree: entry 1 0.0000; entry 2 0.1024